Molecular formula: C4H15NO3
Method: DFT, ωB97M-V/def2-TZVPD

Last column: Löwdin charge in e.
Element x y z (Å)
C 1.767875 -0.992570 -0.753780  -0.12
N 1.836161 0.116326 0.204224  -0.14
C 1.053825 1.290380 -0.117886  -0.27
C -0.439711 1.184294 0.073602  -0.18
C -1.126641 2.569423 -0.017137  -0.27
O -2.409266 2.449006 0.556642  -0.08
H 2.728669 -1.466923 -0.693155  0.07
H 0.870242 -1.552654 -0.537037  0.05
H 1.709244 -0.574687 -1.762905  0.07
H 2.774101 0.358073 0.477271  0.09
H 1.531823 2.168409 0.357457  0.12
H 1.335777 1.513241 -1.183093  0.12
H -1.021611 0.446253 -0.468630  0.09
H -0.715652 0.817417 1.072534  0.12
H -1.199588 2.975809 -1.063498  0.13
H -0.589816 3.227633 0.655386  0.11
H -2.897440 1.671173 0.295581  0.08
O -0.992477 -3.487752 3.499887  -0.06
H -1.787788 -2.942138 3.432404  0.04
H -1.017556 -4.110043 2.775847  0.02
O -0.757356 -1.652441 -2.036042  -0.07
H -0.364334 -2.521004 -1.905031  0.04
H -0.288481 -1.487225 -2.862637  0.05

Cartesian forces, eV/Å:
0.34 1.99 0.62
-0.31 -0.39 0.87
1.51 0.02 -1.76
-0.74 0.81 1.02
-0.18 -1.44 -0.51
-0.70 1.02 0.54
0.08 -1.03 0.13
0.38 -0.55 -0.08
-0.21 -0.11 -0.34
0.02 -0.03 -0.20
-0.74 -0.42 0.51
-0.88 0.09 0.13
0.57 -0.09 -1.19
0.74 0.41 0.35
0.30 -0.26 0.89
0.12 0.47 -0.23
0.22 -0.32 -0.44
-0.09 0.37 0.38
0.23 -0.25 -0.11
-0.15 -0.12 -0.27
0.17 -0.61 -0.83
-0.38 -0.39 0.73
-0.31 0.84 -0.23

## Properties
HOMO-LUMO gap: 8.89 eV
Electronic energy: -441.81309 a.u.
ΔE to the lowest compared entry with this formula, charge and spin: 1.872 eV
Total charge: 0
SMILES: CNCCCO.O.O

Molecular formula: C38H26N10S2Sn
Method: DFT, ωB97M-V/def2-TZVPD

Last column: Löwdin charge in e.
Element x y z (Å)
Sn 1.524334 1.309672 -0.620389  1.20
C -1.552731 5.650739 3.715652  -0.10
C -0.837812 5.029234 4.704868  -0.09
C 0.000973 3.931288 4.400233  0.01
C 0.064344 3.515077 3.058551  -0.11
C 0.641518 2.372364 2.395127  -0.27
N 1.065154 1.321722 3.056038  0.21
C 1.299963 0.151552 2.496712  -0.30
C 1.683136 -1.008404 3.279144  -0.13
C 1.985528 -1.142434 4.621408  -0.02
C 2.176981 -2.434368 5.096113  -0.09
C 2.223048 -3.537225 4.229425  -0.09
C 2.027066 -3.391860 2.860038  -0.01
C 1.808380 -2.086277 2.413602  -0.11
C 1.573797 -1.533560 1.065532  -0.27
N 1.683041 -2.258831 -0.045154  0.19
C 1.238829 -1.893032 -1.226216  -0.30
N 0.716185 -0.652736 -1.529773  0.01
C 0.054137 -0.747476 -2.739419  -0.25
N -0.703830 0.160782 -3.393924  0.20
C -0.934530 1.364593 -2.878944  -0.28
N -0.408783 1.884914 -1.714486  0.01
C -1.142296 3.005763 -1.373353  -0.28
N -1.190394 3.719769 -0.280496  0.19
C -0.501313 3.457664 0.801641  -0.28
N 0.383382 2.456519 1.023815  -0.01
C -0.629027 4.227093 2.072563  -0.11
C -1.464496 5.280109 2.371295  -0.02
C -2.036912 3.332489 -2.482825  -0.10
C -3.020995 4.329861 -2.553726  -0.01
C -3.840032 4.336210 -3.684481  -0.07
C -3.721551 3.318443 -4.670303  -0.08
C -2.756091 2.348865 -4.558127  -0.04
C -1.927665 2.283344 -3.435943  -0.08
C 0.259885 -2.110334 -3.260108  -0.12
C -0.163105 -2.696475 -4.429047  -0.02
C 0.172743 -4.041476 -4.650772  -0.09
C 0.911092 -4.777005 -3.735946  -0.07
C 1.328753 -4.175194 -2.506753  0.01
C 1.016734 -2.823845 -2.314896  -0.10
N 1.308091 -0.150879 1.165576  0.01
H -2.178104 6.508754 4.019789  0.11
H -0.855654 5.391628 5.713508  0.10
H 0.464489 3.381522 5.227384  0.11
H 2.088399 -0.303432 5.335265  0.12
H 2.337964 -2.612466 6.176558  0.11
H 2.502840 -4.523079 4.576923  0.10
H 1.989984 -4.237419 2.204407  0.11
H -2.027574 5.809181 1.558973  0.13
H -3.180163 5.008778 -1.705281  0.11
H -4.631723 5.041744 -3.738832  0.08
H -4.342034 3.321258 -5.572821  0.11
H -2.605742 1.640377 -5.363630  0.11
H -0.731367 -2.069725 -5.111904  0.11
H -0.293719 -4.478369 -5.511189  0.09
H 1.252819 -5.766057 -4.031532  0.10
H 1.904427 -4.625594 -1.735723  0.10
S -1.929757 -2.071808 1.405662  0.58
C -2.703588 -2.673350 2.753299  -1.20
N -2.991771 -4.001154 2.941534  -0.07
C -3.605804 -4.366627 4.250128  -0.22
C -3.493034 -3.084051 5.131980  -0.47
S -3.288351 -1.677951 4.037665  0.91
H -2.827560 -4.695195 2.225865  0.13
H -3.151179 -5.304516 4.705985  0.13
H -4.668560 -4.581023 4.105808  0.10
H -2.559191 -3.195990 5.749293  0.08
H -4.303909 -2.989641 5.900261  0.09
C 5.355248 -0.324644 -5.096148  -0.12
C 4.794882 1.050105 -4.780733  -0.22
C 3.781247 0.987200 -3.694572  -0.16
N 2.982033 1.016949 -2.837920  0.06
H 6.204996 -0.304834 -5.785601  0.08
H 4.677933 -1.102891 -5.439875  0.08
H 5.781211 -0.788334 -4.205150  0.08
H 4.366188 1.536159 -5.699003  0.13
H 5.568560 1.757837 -4.452646  0.12

Cartesian forces, eV/Å:
-0.15 -0.05 0.71
-0.89 1.55 -0.57
1.51 -1.48 -0.25
-0.68 0.00 -0.03
-0.24 1.13 0.90
-0.38 -0.66 -0.99
0.16 0.69 0.20
0.85 -0.23 -0.91
0.32 0.27 0.13
-0.24 -0.13 1.34
0.55 -0.21 0.60
0.02 -0.09 -0.57
-0.05 0.94 0.68
-0.60 -0.09 -1.13
0.20 1.33 -0.03
-0.11 -0.22 0.61
-0.42 0.92 0.60
-0.40 -0.29 -0.86
0.14 0.20 -0.07
1.06 -0.41 0.95
0.16 -0.19 -0.17
-0.78 0.48 0.51
0.06 -0.76 -1.68
0.38 0.68 0.43
1.18 0.12 1.52
-0.71 -0.34 0.61
-0.71 -0.57 -0.62
-0.52 0.74 -0.32
-0.59 -0.83 0.02
-0.04 -0.36 -0.37
0.49 -1.20 0.40
0.13 1.03 0.14
0.62 -1.03 -0.29
-0.12 1.73 0.97
0.25 0.36 0.30
0.00 -0.22 0.03
-0.86 1.21 0.10
0.90 0.57 1.27
-0.63 0.85 -1.52
-0.48 -0.34 -0.73
-0.06 -2.19 0.44
0.27 -0.52 -0.38
-0.23 0.07 0.35
0.08 0.19 -0.58
-0.45 -0.41 -0.73
0.04 0.23 -0.77
-0.28 0.00 0.35
0.25 -0.20 -0.35
0.54 -0.63 0.97
0.23 -0.19 -0.56
-0.51 0.57 -0.21
0.13 0.14 0.47
-0.21 -0.19 0.08
-0.04 -0.44 -0.11
0.36 -0.50 -0.47
-0.28 -0.01 0.40
0.39 -0.80 0.26
-0.42 -0.17 0.62
0.42 -1.24 -1.55
-0.12 0.76 1.63
-0.24 -0.01 -0.32
1.02 -1.47 1.68
-0.19 0.18 0.22
0.17 0.38 0.02
-0.24 1.40 -0.51
0.01 -0.11 -0.15
-0.70 0.30 -0.58
0.42 0.04 -1.10
1.14 -0.98 0.38
-0.62 0.47 -0.47
-1.58 0.55 1.29
2.21 -0.53 -3.09
-0.31 0.36 -0.14
-0.54 0.50 -0.27
0.01 0.25 0.28
0.00 -0.52 0.94
-0.03 -0.38 0.05

## Properties
HOMO-LUMO gap (alpha / beta): 4.91 / 5.02 eV
Electronic energy: -3021.97051 a.u.
ΔE to the lowest compared entry with this formula, charge and spin: 0.000 eV
Total charge: 0

Molecular formula: C2H3N3OS
Method: DFT, ωB97M-V/def2-TZVPD

Last column: Löwdin charge in e.
Element x y z (Å)
N -1.026744 -0.707485 1.636940  0.08
N -0.205233 -0.473031 0.678893  -0.23
O 1.147338 -0.880164 1.025266  -0.03
N 1.925634 -0.599766 -0.083682  0.08
C 1.245458 0.081949 -0.935513  -0.11
C -0.122705 0.268367 -0.387315  -0.85
S -1.268203 1.164581 -1.153013  0.61
H -0.938740 -1.653117 2.168546  0.17
H -1.004225 0.124294 2.374797  0.17
H 1.463379 0.296908 -1.985350  0.12

Cartesian forces, eV/Å:
-2.59 0.96 5.31
3.59 -1.48 -0.15
0.71 0.41 -1.42
0.42 -0.16 0.06
-1.39 -1.00 1.52
-0.69 1.15 -2.65
-0.41 0.11 0.18
0.08 2.19 -1.87
-0.20 -2.34 -1.75
0.48 0.15 0.77

## Properties
HOMO-LUMO gap: 8.52 eV
Electronic energy: -715.54496 a.u.
ΔE to the lowest compared entry with this formula, charge and spin: 4.116 eV
Total charge: 0
SMILES: Nn1oncc1=S

Molecular formula: CH2I2O2
Method: DFT, ωB97M-V/def2-TZVPD

Last column: Löwdin charge in e.
Element x y z (Å)
O 0.885880 -0.969721 -1.307054  -0.05
C 0.842034 -0.945054 -0.138969  -1.09
I 2.828016 -0.843678 0.988660  0.68
I -0.559169 -2.477343 0.989361  0.56
O 0.066896 1.227759 0.429555  -0.07
H 0.969292 1.054610 0.783171  -0.03
H -0.579421 1.840512 0.504666  0.00

Cartesian forces, eV/Å:
-0.53 0.81 1.62
0.62 -3.04 -1.15
-0.82 0.41 -0.19
0.65 1.33 -0.58
3.57 -4.87 -1.44
-1.50 1.93 0.42
-1.99 3.42 1.32

## Properties
HOMO-LUMO gap: 7.34 eV
Electronic energy: -785.10424 a.u.
ΔE to the lowest compared entry with this formula, charge and spin: 1.778 eV
Total charge: 0
SMILES: O=C(I)I.O

Molecular formula: C36H48F4O30
Method: DFT, ωB97M-V/def2-TZVPD

Last column: Löwdin charge in e.
Element x y z (Å)
O 4.225011 -0.764340 -3.410597  0.13
C 4.567229 -1.233465 -2.336943  -0.51
O 4.668381 -2.522321 -2.045739  0.10
C 4.980094 -2.678529 -0.688708  -0.08
C 5.391098 -1.276362 -0.250698  -0.32
F 6.743060 -1.146873 -0.126965  0.06
O 4.881248 -0.437035 -1.248257  0.12
H 4.161008 -3.116098 -0.102040  0.11
H 5.842990 -3.383082 -0.616455  0.16
H 4.994520 -1.004960 0.745998  0.17
O 2.535818 -4.853975 -0.502274  0.13
C 1.939290 -5.194783 -1.508778  -0.50
O 2.424744 -5.088521 -2.759743  0.11
C 1.295565 -5.109938 -3.612817  -0.07
C 0.288309 -5.858207 -2.828619  -0.29
F 0.322156 -7.234909 -3.020492  0.04
O 0.646584 -5.613684 -1.471066  0.12
H 0.938904 -4.096380 -3.869184  0.14
H 1.351325 -5.638040 -4.563110  0.15
H -0.771696 -5.558691 -2.910095  0.17
O -1.941947 3.051266 -0.417798  0.17
C -2.860386 2.370260 -0.744587  -0.54
O -4.133386 2.439819 -0.347017  0.09
C -4.838212 1.252692 -0.886692  0.01
C -3.848262 0.685401 -1.957000  -0.30
F -4.186289 0.897778 -3.256499  0.08
O -2.682345 1.403720 -1.700137  0.07
H -5.013965 0.492934 -0.057750  0.14
H -5.825613 1.523000 -1.294676  0.14
H -3.620985 -0.339654 -1.830103  0.15
O 1.005021 3.065094 -2.903128  0.18
C 1.929158 3.395309 -2.260425  -0.52
O 2.457466 2.798429 -1.183362  0.06
C 3.585639 3.588039 -0.657807  0.03
C 3.868549 4.558454 -1.843424  -0.28
F 4.919251 4.128008 -2.621595  0.05
O 2.706772 4.501779 -2.622946  0.12
H 3.255410 4.160856 0.218033  0.14
H 4.365427 2.936021 -0.436811  0.12
H 4.061278 5.557445 -1.618170  0.12
C 0.903581 1.599355 1.660790  0.02
C 0.137086 0.560927 0.868229  -0.23
C 0.039464 0.757572 -0.596962  -0.11
O 1.056995 -0.089773 -1.111802  0.08
C 1.314997 -1.045243 -0.175115  -0.58
O 2.034749 -1.951351 -0.414378  0.17
O 0.731519 -0.790647 0.956358  0.08
H 0.432758 2.538719 1.495087  0.08
H 1.945458 1.621145 1.454326  0.09
H 0.761680 1.451719 2.678079  0.04
H -0.818823 0.358904 1.349750  0.14
H 0.201810 1.716509 -0.991309  0.09
H -0.979260 0.392608 -0.891099  0.13
C -4.595524 1.200548 4.336300  -0.01
C -3.634308 0.691757 5.415294  -0.28
C -2.913591 -0.616543 5.159857  -0.05
O -1.526076 -0.185354 4.905222  0.07
C -1.392880 1.110058 5.096115  -0.65
O -0.421426 1.743758 4.908591  0.18
O -2.476899 1.578374 5.686448  0.09
H -4.210739 1.184144 3.306532  0.08
H -4.926625 2.189596 4.550990  0.07
H -5.410702 0.478130 4.468327  0.09
H -4.185564 0.621654 6.355634  0.15
H -3.369788 -1.227934 4.369424  0.13
H -2.856413 -1.262960 6.092495  0.15
C 1.038695 -0.004957 -5.814224  0.01
C 0.497543 0.137460 -4.356114  -0.21
C -0.913125 0.695259 -4.094108  -0.07
O -1.738441 -0.423221 -3.716801  0.07
C -0.946177 -1.486447 -3.635679  -0.61
O -1.317002 -2.609943 -3.361781  0.10
O 0.320506 -1.279585 -3.898091  0.07
H 1.720480 -0.823241 -5.791015  0.07
H 1.388692 0.920457 -6.204340  0.08
H 0.175058 -0.435563 -6.365738  0.10
H 1.261842 0.560439 -3.633808  0.15
H -1.369127 1.216959 -4.952376  0.15
H -0.906619 1.428971 -3.323142  0.09
C -1.036066 6.495597 1.760822  -0.01
C -0.258782 5.882922 0.604849  -0.35
C -0.528200 6.601509 -0.718657  -0.02
O 0.809105 6.959537 -1.271796  0.09
C 1.696886 6.731158 -0.316175  -0.53
O 2.879114 6.968808 -0.346418  0.13
O 1.122218 6.088911 0.800553  0.05
H -2.050566 6.768335 1.327735  0.11
H -0.396640 7.308176 2.109132  0.10
H -1.142865 5.778276 2.589598  0.09
H -0.434869 4.843406 0.490421  0.11
H -1.142066 7.486463 -0.594476  0.13
H -0.891961 5.941875 -1.423746  0.11
C -4.462483 -4.598006 -0.038565  0.00
C -3.451386 -3.679102 0.691286  -0.27
C -2.110675 -3.425670 0.026076  -0.09
O -1.849823 -2.044501 0.275041  0.05
C -2.969360 -1.466659 0.800804  -0.56
O -3.010171 -0.348983 1.167408  0.16
O -4.017026 -2.328821 0.796993  0.08
H -5.430880 -4.382425 0.425061  0.09
H -4.144441 -5.623841 0.032614  0.08
H -4.437176 -4.399743 -1.081980  0.07
H -3.229726 -4.055512 1.744686  0.17
H -2.158017 -3.554739 -1.085521  0.13
H -1.236518 -3.955042 0.359627  0.12
C 1.217836 -3.563666 2.384690  0.00
C 2.221975 -2.481226 2.874071  -0.28
C 1.687170 -1.305061 3.634755  -0.07
O 1.949368 -1.632086 5.045367  0.08
C 2.706905 -2.735209 5.095460  -0.59
O 3.064058 -3.227789 6.142019  0.13
O 3.016608 -3.178464 3.872655  0.07
H 0.949732 -4.196284 3.217765  0.09
H 1.537373 -4.111583 1.469474  0.07
H 0.315273 -2.965372 2.071290  0.07
H 2.830470 -2.158255 1.968926  0.15
H 0.617737 -1.320613 3.411167  0.11
H 2.085878 -0.295013 3.449447  0.13

Cartesian forces, eV/Å:
0.74 -1.06 2.31
-1.06 1.75 -2.33
-0.39 0.17 -0.65
1.38 -1.05 1.09
-0.94 -0.21 1.36
0.38 0.11 -0.47
0.28 -0.83 -0.22
-0.01 0.41 -0.49
-0.53 0.62 0.00
-0.05 0.09 -0.63
-0.85 -1.16 -2.03
1.42 1.52 2.87
-0.23 -0.21 0.03
-1.04 0.28 -1.36
-2.18 -0.51 1.68
0.30 0.65 -0.18
0.60 -0.06 -1.17
0.23 -0.23 0.53
1.12 -0.12 0.04
0.61 -0.02 -0.37
-0.31 0.34 0.52
0.29 -0.18 -0.94
-0.51 -1.33 -0.45
-0.10 -0.53 0.44
-0.31 1.26 0.82
-0.53 0.20 0.21
-0.20 0.32 0.39
0.51 1.13 -0.94
0.64 0.25 0.05
-0.01 -1.20 -0.05
-1.39 -0.66 -0.25
2.63 1.37 -0.05
0.21 0.49 0.36
-2.05 1.60 -1.41
-0.19 -1.82 -0.36
-0.03 -0.32 0.19
-0.67 -0.83 0.69
-0.01 -0.26 -0.18
1.35 -1.07 0.24
0.26 1.50 0.71
-0.54 -0.79 -1.03
-0.21 -0.35 1.92
-1.54 -1.54 -0.56
-0.07 -0.54 0.19
0.44 1.02 -1.95
0.88 -1.42 0.02
-0.28 1.11 0.98
-0.19 0.99 -0.55
0.92 0.16 -0.48
-0.11 -0.55 2.05
-0.16 0.62 -0.25
0.11 1.31 -0.13
1.15 0.16 -0.21
0.82 -1.28 0.21
0.77 0.92 0.53
1.01 -0.76 1.35
-1.00 -2.38 -1.43
-0.65 -0.24 1.11
1.59 0.75 -0.68
-2.56 0.73 -0.08
0.06 -0.25 0.36
-0.36 0.69 0.33
-0.25 0.37 -0.56
0.11 0.22 -0.07
0.64 0.38 -0.18
-0.12 0.81 -1.09
-2.73 -0.76 1.58
1.42 -0.98 0.63
0.09 0.77 -1.16
0.63 0.33 -0.20
-0.06 -2.44 0.40
-0.66 0.51 0.24
0.35 1.85 -0.54
1.14 -0.09 -0.02
0.39 0.51 -0.46
0.41 0.68 -0.21
-0.94 -0.34 -1.04
0.20 -0.58 0.03
0.06 0.26 0.86
-0.60 -0.68 -0.60
-0.22 1.10 -0.12
1.57 0.80 0.36
-1.15 -0.02 1.23
1.09 -0.76 1.55
-1.33 -0.12 -0.16
1.56 0.80 -1.30
1.14 0.04 1.07
-0.67 0.43 0.01
-0.12 0.29 -0.33
-0.23 -1.04 -0.03
0.14 0.23 -0.19
-1.26 -1.17 -1.47
1.00 1.12 1.30
-0.09 -1.02 1.02
-0.03 0.17 -2.16
-0.96 0.70 0.79
0.55 -1.95 -1.08
-0.32 1.68 0.43
0.99 -0.36 0.20
0.07 -0.50 -0.35
-0.13 -0.49 0.52
-0.33 0.58 -0.95
-0.68 0.53 -1.10
-0.07 0.12 0.73
0.02 -0.57 0.50
-0.97 2.01 -1.02
1.31 -1.51 -1.54
-0.95 0.20 0.98
-0.67 0.39 -1.36
0.57 -0.33 1.67
-0.28 0.32 -1.42
0.66 0.25 -0.34
-0.05 -0.34 0.08
0.13 0.28 0.97
0.52 -0.78 0.22
-0.32 -0.51 1.40
-0.06 0.54 0.70
0.11 -0.67 -0.11

## Properties
HOMO-LUMO gap: 10.32 eV
Electronic energy: -4057.39155 a.u.
ΔE to the lowest compared entry with this formula, charge and spin: 0.000 eV
Total charge: 0
SMILES: O=C1OC[C@@H](F)O1.O=C1OC[C@@H](F)O1.O=C1OC[C@@H](F)O1.O=C1OC[C@@H](F)O1.C[C@H]1COC(=O)O1.C[C@H]1COC(=O)O1.C[C@H]1COC(=O)O1.C[C@H]1COC(=O)O1.C[C@H]1COC(=O)O1.C[C@H]1COC(=O)O1